The following is a DFT calculation (ωB97M-V with the def2-TZVPD basis set) of C27H14Cl5N3O4S5Ta as an isolated structure at a distorted geometry.

Last column: Mulliken charge in e.
Positions of all 59 atoms, in Å:
1 Ta -0.4187 -2.4202 -0.2377  1.33
2 S -4.1133 -5.4811 4.5988  -0.17
3 C -3.2553 -5.0574 3.2970  0.09
4 S -1.5242 -5.2193 3.1856  -0.03
5 C -1.3415 -4.5771 1.5778  0.14
6 C -2.4800 -4.1593 0.9677  0.35
7 S -2.5456 -3.4533 -0.6180  -0.37
8 S -3.9546 -4.3235 1.8808  -0.04
9 S 0.2384 -4.4794 0.8673  -0.38
10 Cl 3.3467 -2.4092 -6.8687  -0.18
11 C 2.4839 -2.4970 -5.3758  0.15
12 C 1.5066 -3.4643 -5.2108  -0.56
13 C 0.7952 -3.5387 -4.0215  0.20
14 Cl -0.4191 -4.7421 -3.8350  -0.17
15 C 1.0753 -2.6390 -3.0152  0.19
16 O 0.3751 -2.6988 -1.8342  -0.71
17 C 2.0637 -1.6794 -3.1660  0.81
18 C 2.3988 -0.7227 -2.0888  -0.12
19 O 1.8546 -0.6906 -1.0085  -0.20
20 C 2.7720 -1.6063 -4.3566  -1.10
21 H 1.2946 -4.1656 -6.0058  0.48
22 H 3.2074 -0.0111 -2.3237  0.31
23 H 3.5433 -0.8573 -4.4862  0.45
24 O -1.1393 -1.5584 1.6116  -0.58
25 C -1.1331 -0.3915 1.0890  0.34
26 N -1.1814 0.8002 1.6339  0.28
27 C -0.9331 1.8450 0.6161  2.73
28 C -0.7074 0.9570 -0.6472  0.02
29 O -0.3970 1.3248 -1.7375  -0.55
30 N -0.9623 -0.3754 -0.2649  0.06
31 C -2.1502 2.7392 0.4013  -0.57
32 C -3.2035 2.7544 1.3059  -0.21
33 C -4.2703 3.6266 1.1231  -0.89
34 C -4.2877 4.4812 0.0332  -0.43
35 C -3.2354 4.4625 -0.8749  -0.88
36 C -2.1676 3.5997 -0.6927  -0.27
37 C 0.2979 2.6465 1.0287  -0.24
38 C 1.4677 2.6825 0.2843  -0.14
39 C 2.5448 3.4461 0.7241  -0.98
40 C 2.4608 4.1662 1.9036  -0.51
41 C 1.2895 4.1288 2.6519  -0.95
42 C 0.2133 3.3788 2.2117  -0.27
43 H -1.1762 0.9586 2.6290  0.34
44 H -3.2175 2.0815 2.1536  0.39
45 H -5.0864 3.6316 1.8336  0.42
46 H -5.1189 5.1585 -0.1117  0.41
47 H -3.2454 5.1260 -1.7297  0.41
48 H -1.3475 3.5946 -1.3994  0.43
49 H 1.5466 2.1306 -0.6410  0.44
50 H 3.4515 3.4788 0.1337  0.45
51 H 3.2991 4.7631 2.2379  0.42
52 H 1.2098 4.6976 3.5688  0.42
53 H -0.7099 3.3882 2.7833  0.44
54 Cl 3.8945 -3.8827 3.0790  -0.07
55 C 3.8574 -2.2033 2.5664  0.77
56 Cl 3.9388 -1.1175 3.9414  -0.08
57 Cl 5.1500 -1.8680 1.4170  -0.08
58 C 2.5697 -1.9671 1.8747  -0.37
59 N 1.5752 -1.7921 1.3397  -0.18

Its orbital gap is 6.21 eV. The value obtained for the HOMO energy is -10.470 eV. Its total charge is +1.

The following is a DFT calculation (ωB97M-V with the def2-TZVPD basis set) of one molecule with the formula C5H8N2O2 at a distorted geometry.

Last column: Mulliken charge in e.
Positions of all 17 atoms, in Å:
1 C -1.0925 -0.0795 0.8738  0.34
2 C -0.5168 0.7447 -1.2680  -1.12
3 C -0.0466 -0.2635 -0.2236  1.76
4 N -0.7619 1.9536 -0.8658  -0.04
5 N 0.0280 -1.6035 -0.7608  -0.72
6 C 1.2971 0.2093 0.2866  -0.59
7 C 2.3992 -0.5102 0.1957  -0.75
8 O -1.9694 -1.0935 0.9713  -0.47
9 O -1.1719 0.9007 1.5861  -0.64
10 H -2.5857 -0.9134 1.6977  0.37
11 H -1.0664 2.6474 -1.5335  0.27
12 H -0.7558 2.2389 0.1214  0.21
13 H -0.7017 -2.2012 -0.3950  0.25
14 H -0.0643 -1.5652 -1.7694  0.28
15 H 1.2874 1.1778 0.7611  0.24
16 H 3.3375 -0.1591 0.5887  0.29
17 H 2.3838 -1.4832 -0.2664  0.31

Its orbital gap is 8.95 eV. The value obtained for the HOMO energy is -8.280 eV. Its total charge is 0.

The following is a DFT calculation (ωB97M-V with the def2-TZVPD basis set) of a 6-piece molecular cluster, C22H45N2O18 overall at a distorted geometry.

Last column: Mulliken charge in e.
Positions of all 87 atoms, in Å:
1 N -0.5720 -1.8657 3.1111  -0.48
2 C -0.9737 -1.0708 4.2824  -0.65
3 C -1.8245 0.1866 3.9233  -0.50
4 C -3.1204 -0.1427 3.1061  -0.74
5 C -4.2900 0.8816 3.3558  -0.65
6 C -5.6733 0.2890 2.9152  -0.92
7 N -6.4141 -0.3294 4.0189  -0.01
8 O -7.0304 0.7768 4.6689  -0.58
9 C -7.5460 -1.1077 3.4264  -0.29
10 C -7.5613 -2.6240 3.8347  0.46
11 O -7.4939 -3.4703 2.9216  -0.75
12 O -7.6852 -2.9157 5.0567  -0.78
13 H -1.2699 -1.8593 2.3711  0.24
14 H -0.3838 -2.8367 3.3434  0.21
15 H -0.0515 -0.7438 4.8272  0.31
16 H -1.5350 -1.7134 5.0088  0.32
17 H -2.0962 0.6756 4.8943  0.34
18 H -1.1531 0.9229 3.4134  0.27
19 H -2.8372 -0.0678 2.0267  0.21
20 H -3.4555 -1.1738 3.3765  0.48
21 H -4.0777 1.7499 2.6783  0.26
22 H -4.2795 1.2579 4.3997  0.44
23 H -5.4512 -0.5001 2.1585  0.50
24 H -6.2656 1.0852 2.3954  0.46
25 H -7.5936 0.4346 5.3793  0.36
26 H -8.5354 -0.6990 3.7536  0.28
27 H -7.5479 -1.0032 2.3106  0.21
28 C 1.7545 0.3089 -2.9986  -0.63
29 O 2.4608 -0.5728 -2.1258  -0.28
30 C 1.6724 -1.2796 -1.3040  0.74
31 O 0.4731 -1.2228 -1.2567  -0.53
32 O 2.4543 -2.0567 -0.5491  -0.27
33 C 1.7431 -2.8747 0.3854  -0.40
34 H 2.4909 0.8255 -3.6121  0.15
35 H 1.0863 -0.2492 -3.6547  0.31
36 H 1.1982 1.0523 -2.4277  0.33
37 H 1.0752 -3.5619 -0.1346  0.31
38 H 1.1869 -2.2582 1.0932  0.32
39 H 2.4756 -3.4587 0.9394  -0.04
40 C 5.3092 -3.9196 1.9671  -0.62
41 O 6.0176 -4.8010 2.8384  -0.32
42 C 5.2312 -5.5060 3.6580  0.77
43 O 4.0308 -5.4499 3.7067  -0.54
44 O 6.0125 -6.2849 4.4145  -0.33
45 C 5.2990 -7.0997 5.3441  -0.62
46 H 6.0433 -3.4032 1.3521  0.28
47 H 4.6416 -4.4799 1.3125  0.25
48 H 4.7529 -3.1767 2.5392  0.32
49 H 4.6307 -7.7846 4.8222  0.29
50 H 4.7415 -6.4823 6.0486  0.29
51 H 6.0325 -7.6830 5.8973  0.22
52 C 5.7077 5.0597 -5.7566  -0.71
53 O 6.4117 4.1773 -4.8817  -0.29
54 C 5.6243 3.4714 -4.0622  0.77
55 O 4.4232 3.5271 -4.0151  -0.54
56 O 6.4049 2.6941 -3.3063  -0.32
57 C 5.6911 1.8782 -2.3757  -0.53
58 H 6.4480 5.5733 -6.3676  0.19
59 H 5.0415 4.5001 -6.4135  0.33
60 H 5.1502 5.8030 -5.1867  0.35
61 H 5.0231 1.1930 -2.8973  0.20
62 H 5.1340 2.4952 -1.6707  0.28
63 H 6.4216 1.2939 -1.8204  0.24
64 C -13.9040 1.7624 3.4967  -0.64
65 O -12.7813 0.9029 3.6637  -0.30
66 C -12.6973 -0.0745 2.7496  0.76
67 O -13.4724 -0.2599 1.8444  -0.56
68 O -11.6140 -0.7978 3.0180  -0.22
69 C -11.3923 -1.8872 2.1174  -0.66
70 H -13.8655 2.5080 4.2889  0.22
71 H -13.8586 2.2736 2.5346  0.29
72 H -14.8354 1.2027 3.5899  0.29
73 H -11.2457 -1.5218 1.1009  0.32
74 H -12.2223 -2.5930 2.1559  0.32
75 H -10.4851 -2.4004 2.4338  0.19
76 C 10.2195 5.6833 -11.2032  -0.63
77 O 10.4355 4.5684 -10.3395  -0.32
78 C 9.9006 4.7069 -9.1215  0.79
79 O 9.2811 5.6606 -8.7262  -0.54
80 O 10.1736 3.6029 -8.4215  -0.31
81 C 9.6582 3.6131 -7.0893  -0.53
82 H 10.6957 5.4563 -12.1550  0.22
83 H 9.1540 5.8370 -11.3746  0.29
84 H 10.6757 6.5836 -10.7913  0.29
85 H 8.5707 3.6852 -7.0975  0.20
86 H 10.0931 4.4308 -6.5146  0.29
87 H 9.9388 2.6729 -6.6195  0.25

Its orbital gap is 5.59 eV. The value obtained for the HOMO energy is -4.113 eV. Its total charge is -1.

The following is a DFT calculation (ωB97M-V with the def2-TZVPD basis set) of an isolated ion of composition C3H10NS2 and charge +1 at a distorted geometry.

Last column: Mulliken charge in e.
Positions of all 16 atoms, in Å:
1 C 0.6877 -1.8538 0.4096  -1.43
2 C 0.5681 -0.3172 0.4359  0.47
3 N 0.9333 0.1643 -0.9888  -0.38
4 C -0.8199 0.1675 0.7500  -1.15
5 S -0.7845 2.0131 0.9260  0.00
6 S -1.4103 2.5850 -0.9715  -0.23
7 H 1.7142 -2.1229 0.6217  0.37
8 H -0.0005 -2.2539 1.1407  0.38
9 H 0.3580 -2.2679 -0.5488  0.47
10 H 1.3305 0.1105 1.0883  0.33
11 H 1.3500 -0.5675 -1.5618  0.34
12 H 0.0192 0.2991 -1.4503  0.33
13 H 1.3509 1.0930 -1.0501  0.36
14 H -1.6330 -0.0652 0.0699  0.50
15 H -1.1203 -0.1853 1.7316  0.41
16 H -2.5433 3.2012 -0.6026  0.22

Its orbital gap is 9.56 eV. The value obtained for the HOMO energy is -12.992 eV. Its total charge is +1. The SMILES is C[C@@H]([NH3+])CSS.

The following is a DFT calculation (ωB97M-V with the def2-TZVPD basis set) of a 2-piece molecular cluster, C4H12N2O2 overall at a distorted geometry.

Last column: Mulliken charge in e.
Positions of all 20 atoms, in Å:
1 C 2.4438 -0.5267 0.4900  -0.73
2 O 1.1710 -1.1283 0.3138  -0.42
3 C 0.0977 -0.3632 -0.1244  1.11
4 C 0.3883 0.6052 -1.2546  -1.78
5 C -0.4538 0.7709 1.2769  -1.38
6 N -0.9384 -1.2432 -0.4234  -0.48
7 H 2.4144 0.2859 1.2239  0.30
8 H 2.8509 -0.1632 -0.4575  0.28
9 H 3.0796 -1.3191 0.8754  0.26
10 H 0.8472 0.0809 -2.0959  0.41
11 H -0.5617 1.0283 -1.5789  0.44
12 H 1.0512 1.3997 -0.9239  0.41
13 H -0.9316 0.2626 2.1067  0.34
14 H -0.9304 1.6691 0.8995  0.39
15 H 0.5457 1.0404 1.6150  0.44
16 H -1.0729 -1.9637 0.2745  0.21
17 H -1.3977 -1.1754 -1.3481  0.30
18 N -2.9012 -0.1441 -0.4956  -0.03
19 O -2.9104 0.1682 0.7138  -0.28
20 H -2.7917 0.7158 -1.0873  0.21

Its orbital gap is 8.51 eV. The value obtained for the HOMO energy is -8.339 eV. Its total charge is 0. The SMILES is COC(C)(C)N.N=O.

The following is a DFT calculation (ωB97M-V with the def2-TZVPD basis set) of one molecule with the formula C15H18N4S2 at a distorted geometry.

Last column: Mulliken charge in e.
Positions of all 39 atoms, in Å:
1 N 2.4264 4.7934 0.6534  -0.37
2 C 2.5403 3.8162 1.1478  0.09
3 C 2.8452 2.4929 1.6374  -0.21
4 S 2.9801 1.3602 0.4571  -0.21
5 C 1.3720 0.9584 0.6921  0.37
6 N 0.4082 1.3950 1.4207  -0.51
7 N -0.7713 0.8936 1.1822  -0.59
8 C -0.7785 0.1736 0.1941  0.37
9 C -1.8069 -0.5426 -0.3538  -0.48
10 C -2.8806 -0.9167 0.7499  0.47
11 C -4.0618 -0.2920 0.9173  -0.65
12 C -4.7105 -0.7401 2.0807  -0.72
13 C -4.0035 -1.9778 2.5989  -0.46
14 S -2.5619 -2.1247 1.7885  -0.11
15 N 0.6004 0.0904 -0.5485  0.15
16 C 1.1434 -0.3304 -1.7425  -0.04
17 C 0.2285 0.1529 -2.7594  -1.11
18 C 1.0670 -0.6546 -4.1062  -1.18
19 C 1.1713 -1.9825 -4.0138  -0.36
20 C 2.1120 -2.4699 -2.6018  -1.02
21 C 1.2485 -1.8482 -1.2831  -1.77
22 H 3.9383 2.6091 2.1052  0.31
23 H 2.1347 2.5229 2.4940  0.31
24 H -2.2839 -0.0413 -0.9978  0.59
25 H -1.5939 -1.4636 -0.9805  0.26
26 H -4.5298 0.7100 0.4265  0.20
27 H -5.5897 -0.6618 2.4415  0.56
28 H -4.2106 -2.5129 3.4783  0.46
29 H 2.0681 -0.0392 -1.7990  1.00
30 H -0.7539 -0.5018 -2.8091  0.15
31 H 0.1945 1.1740 -2.7689  0.51
32 H 0.6485 -0.4346 -4.9280  0.68
33 H 1.9274 -0.0426 -4.4062  0.44
34 H 1.9613 -2.5601 -4.8417  0.25
35 H 0.2912 -2.6609 -3.9983  0.25
36 H 2.1760 -3.6160 -2.5746  0.36
37 H 2.9853 -1.9341 -2.7793  0.47
38 H 0.3558 -2.3791 -1.2849  0.34
39 H 1.7153 -2.2006 -0.6337  1.21

Its orbital gap is 8.90 eV. The value obtained for the HOMO energy is -8.468 eV. Its total charge is 0. The SMILES is N#CCSc1nnc(Cc2cccs2)n1C1CCCCC1.

The following is a DFT calculation (ωB97M-V with the def2-TZVPD basis set) of C14H21NPW as an isolated structure at a distorted geometry.

Last column: Löwdin spin population.
Positions of all 38 atoms, in Å:
1 C -1.8305 0.4775 -2.4150  -0.02
2 C -2.0921 1.8057 -3.1017  0.01
3 C -3.0556 2.6194 -2.4197  -0.01
4 C -3.4130 1.8439 -1.2303  0.00
5 C -2.7582 0.5786 -1.2195  0.01
6 W -0.1873 -1.1232 -0.7568  1.59
7 P 0.8878 -1.5818 -2.7798  0.14
8 H -2.1206 -0.3856 -3.0733  0.01
9 H -1.6622 2.0761 -4.1015  0.00
10 H -3.5299 3.5825 -2.7435  0.00
11 H -3.2437 -0.3529 -0.8257  0.01
12 H -4.1379 2.1513 -0.4865  0.00
13 H 2.2815 -1.2597 -2.9101  0.02
14 H 0.4454 -0.9311 -3.9982  0.01
15 H 0.9768 -2.9221 -3.2898  0.01
16 C 0.1737 -1.0291 3.0593  0.00
17 N 1.2831 -1.6610 2.2918  0.00
18 C 1.2720 -3.1516 2.3671  0.00
19 C 1.1749 -1.3576 0.7670  0.03
20 C 1.0947 0.1320 0.5349  0.04
21 C 2.1315 0.8559 1.1383  0.02
22 C 1.9712 2.2441 1.1854  0.03
23 C 0.8833 2.9073 0.5897  0.02
24 C -0.1018 2.1723 -0.0962  0.02
25 C 0.0317 0.8015 -0.1277  0.01
26 H -0.7739 -1.4055 2.6562  0.00
27 H 0.2398 0.0585 2.9617  0.00
28 H 0.2422 -1.2567 4.1400  0.00
29 H 2.1732 -1.2751 2.6507  0.00
30 H 0.3101 -3.4611 1.9131  0.00
31 H 2.1220 -3.5018 1.7609  0.00
32 H 1.3958 -3.5415 3.3975  0.00
33 H 2.0767 -1.8670 0.3343  0.01
34 H 0.1328 -1.9969 0.5382  0.04
35 H 3.0194 0.3309 1.5667  0.00
36 H 2.7404 2.8244 1.6890  0.00
37 H 0.7959 4.0058 0.6484  0.00
38 H -0.9495 2.5939 -0.6150  0.00

Its spin multiplicity is 3. Its orbital gap (alpha / beta) is 5.85 / 5.73 eV. The value obtained for the HOMO energy (alpha / beta) is -9.600 / -9.643 eV. Its total charge is +1. As for the expectation value of S²: 2.030.

The following is a DFT calculation (ωB97M-V with the def2-TZVPD basis set) of a 2-piece molecular cluster, C7H14OS overall at a distorted geometry.

Last column: Mulliken charge in e.
Positions of all 23 atoms, in Å:
1 C 1.8061 -2.6666 0.3285  -1.40
2 C 0.3869 -2.1765 0.8259  1.43
3 C 0.1394 -2.4168 2.2919  -1.69
4 C -0.6820 -2.8417 -0.0398  -1.80
5 S 0.2710 -0.2818 0.4919  0.02
6 O 0.6362 -0.1439 -1.1373  -0.48
7 H 1.6924 -3.1372 -0.6731  0.29
8 H 2.6058 -1.9461 0.2033  0.33
9 H 2.1475 -3.3820 1.0182  0.44
10 H 0.8942 -1.9577 2.9048  0.43
11 H 0.1766 -3.5482 2.4578  0.40
12 H -0.8008 -2.0070 2.6707  0.39
13 H -1.6532 -2.3669 -0.0222  0.38
14 H -0.5486 -3.1929 -1.0074  0.45
15 H -0.8347 -3.6928 0.6002  0.48
16 H -0.1962 -0.4553 -1.5916  0.34
17 C -1.7569 5.2329 -1.1926  -0.17
18 C -0.9348 4.2671 -1.5432  -0.40
19 C -0.2525 5.5702 -1.2496  -0.58
20 H -2.6258 5.8460 -1.1246  0.38
21 H -0.8199 3.2853 -1.8771  0.37
22 H -0.0108 6.2830 -1.9981  0.22
23 H 0.3601 5.7288 -0.3367  0.19

Its orbital gap is 9.21 eV. The value obtained for the HOMO energy is -8.558 eV. Its total charge is 0. The SMILES is CC(C)(C)SO.C1=CC1.